This record from OMol25 describes the molecule C5H6Cl2O. The level of theory is ωB97M-V with the def2-TZVPD basis set.

Positions of all 14 atoms, in Å:
Cl: -3.273 -0.014 -0.267
C: -1.803 -1.100 -0.572
C: -0.564 -0.309 -0.161
C: 0.257 -0.506 0.903
C: 1.470 0.189 0.564
Cl: 2.580 -0.716 -0.683
C: 0.902 1.401 -0.218
O: -0.256 0.884 -0.888
H: -2.019 -1.986 0.200
H: -1.831 -1.362 -1.635
H: -0.045 -1.102 1.980
H: 2.346 0.477 1.277
H: 1.702 1.879 -0.936
H: 0.535 2.264 0.437

Properties
- SMILES = ClCC1=C[C@@H](Cl)CO1
- HOMO energy (Ha) = -0.3392
- 2S+1 = 1
- ΔE to the lowest compared entry with this formula, charge and spin (kcal per mole) = 42.5
- F_max (eV Å⁻¹) = 4.415
- HOMO-LUMO gap (eV) = 9.49

These are the Mulliken partial charges, in e, on atoms 1 to 8: number 1, Cl, carries -0.203; number 2, C, carries -0.449; number 3, C, carries 0.338; number 4, C, carries -0.439; number 5, C, carries 0.142; number 6, Cl, carries -0.249; number 7, C, carries -0.451; number 8, O, carries -0.318



This record from OMol25 describes the molecule C5H6Cl4Si2. The level of theory is ωB97M-V with the def2-TZVPD basis set.

Positions of all 17 atoms, in Å:
C: -0.945 1.284 -0.681
C: -1.890 0.547 -0.205
C: 1.126 0.775 0.557
C: 0.461 0.784 -0.830
C: -0.391 -1.643 0.289
Si: 0.263 -0.545 1.648
Si: 0.332 -1.077 -1.329
Cl: -1.106 0.326 2.876
Cl: 1.602 -1.471 2.867
Cl: -0.772 -1.391 -2.995
Cl: 2.219 -1.739 -1.655
H: -1.126 2.317 -0.974
H: -2.898 0.501 0.121
H: 2.175 0.504 0.431
H: 1.111 1.769 1.003
H: 1.022 1.425 -1.515
H: -1.183 -2.365 0.392

Properties
- HOMO energy (alpha / beta) (Ha) = -0.3363 / -0.3464
- 2S+1 = 1
- ΔE to the lowest compared entry with this formula, charge and spin (kcal per mole) = 25.0
- F_max (eV Å⁻¹) = 1.993
- HOMO-LUMO gap (alpha / beta) (eV) = 7.96 / 8.77

These are the Mulliken partial charges, in e, on atoms 1 to 8: number 1, C, carries -0.142; number 2, C, carries -0.773; number 3, C, carries -0.863; number 4, C, carries -0.239; number 5, C, carries -0.518; number 6, Si, carries 0.563; number 7, Si, carries 0.509; number 8, Cl, carries -0.265



This record from OMol25 describes the molecule C5H6ClF. The level of theory is ωB97M-V with the def2-TZVPD basis set.

Positions of all 13 atoms, in Å:
C: 1.140 0.017 -0.812
C: -0.161 -0.700 -0.480
C: -0.739 -0.656 0.829
C: -0.509 0.305 1.762
Cl: 0.067 1.979 1.385
C: -0.570 -1.515 -1.448
F: 0.300 -1.730 -2.484
H: 0.738 1.006 -1.237
H: 1.894 -0.392 -1.688
H: 1.894 0.336 -0.103
H: -1.133 -1.631 1.380
H: -0.814 0.129 2.747
H: -1.389 -2.220 -1.380

Properties
- SMILES = CC(/C=C\Cl)=C\F
- HOMO energy (Ha) = -0.3278
- 2S+1 = 1
- ΔE to the lowest compared entry with this formula, charge and spin (kcal per mole) = 35.7
- F_max (eV Å⁻¹) = 4.010
- HOMO-LUMO gap (eV) = 9.45

These are the Mulliken partial charges, in e, on atoms 1 to 8: number 1, C, carries -1.207; number 2, C, carries 0.747; number 3, C, carries -0.433; number 4, C, carries -0.328; number 5, Cl, carries -0.186; number 6, C, carries -0.236; number 7, F, carries -0.244; number 8, H, carries 0.324



This record from OMol25 describes the molecule C5H6ClFO. The level of theory is ωB97M-V with the def2-TZVPD basis set.

Positions of all 14 atoms, in Å:
C: -1.040 1.365 0.785
C: -0.243 0.551 -0.177
F: 0.409 1.289 -1.149
C: -0.596 -0.800 -0.715
Cl: -2.084 -1.570 -0.213
C: 0.551 -0.682 0.260
C: 1.883 -0.933 -0.305
O: 2.792 -1.393 0.343
H: -1.703 2.038 0.257
H: -0.365 2.024 1.315
H: -1.580 0.775 1.547
H: -0.341 -0.878 -1.778
H: 0.369 -1.011 1.272
H: 1.947 -0.776 -1.443

Properties
- SMILES = C[C@]1(F)[C@H](Cl)[C@H]1C=O
- HOMO energy (Ha) = -0.3690
- 2S+1 = 1
- ΔE to the lowest compared entry with this formula, charge and spin (kcal per mole) = 10.2
- F_max (eV Å⁻¹) = 1.239
- HOMO-LUMO gap (eV) = 10.83

These are the Mulliken partial charges, in e, on atoms 1 to 8: number 1, C, carries -1.362; number 2, C, carries 1.011; number 3, F, carries -0.335; number 4, C, carries -0.268; number 5, Cl, carries -0.184; number 6, C, carries -0.226; number 7, C, carries -0.187; number 8, O, carries -0.478



This record from OMol25 describes a cluster of 2 separate species, C5H6ClN2O in total. The level of theory is ωB97M-V with the def2-TZVPD basis set.

Positions of all 15 atoms, in Å:
C: -1.874 -0.535 -0.103
C: 0.225 -0.940 0.336
C: -1.257 0.612 0.220
C: -2.760 2.665 0.387
C: 0.961 1.378 0.739
N: -0.910 -1.539 -0.011
N: 0.062 0.381 0.515
O: -3.586 2.480 -0.412
Cl: -2.333 3.482 1.705
H: -2.870 -0.816 -0.202
H: 1.214 -1.255 0.476
H: 1.469 1.716 -0.182
H: 0.351 2.255 0.962
H: 1.692 0.993 1.503
H: -0.950 -2.514 -0.341

Properties
- HOMO energy (alpha / beta) (Ha) = -0.4911 / -0.4910
- 2S+1 = 1
- ΔE to the lowest compared entry with this formula, charge and spin (kcal per mole) = 100.5
- F_max (eV Å⁻¹) = 6.285
- HOMO-LUMO gap (alpha / beta) (eV) = 8.55 / 8.54
- net charge = +1

These are the Mulliken partial charges, in e, on atoms 1 to 8: number 1, C, carries -0.635; number 2, C, carries -0.255; number 3, C, carries -0.033; number 4, C, carries 0.683; number 5, C, carries -0.561; number 6, N, carries -0.068; number 7, N, carries 0.162; number 8, O, carries -0.210



This record from OMol25 describes a cluster of 2 separate species, C5H6ClN2O2S in total. The level of theory is ωB97M-V with the def2-TZVPD basis set.

Positions of all 17 atoms, in Å:
C: -0.067 1.886 -0.400
C: 1.412 2.125 -0.171
C: -0.896 -0.448 0.311
C: 0.585 -2.412 0.078
C: 0.244 -1.179 0.909
N: -0.925 2.542 -0.880
N: -1.385 -0.638 -0.818
O: 2.037 1.347 0.555
O: 1.740 3.144 -0.784
S: -2.172 3.183 -1.506
Cl: -1.667 0.604 1.450
H: 1.421 -2.974 0.609
H: 0.868 -2.143 -0.986
H: -0.283 -2.928 -0.192
H: 1.214 -0.686 1.164
H: -0.123 -1.616 1.880
H: -2.005 0.192 -1.218

Properties
- HOMO energy (Ha) = -0.1687
- 2S+1 = 1
- F_max (eV Å⁻¹) = 4.532
- HOMO-LUMO gap (eV) = 7.78
- net charge = -1

These are the Mulliken partial charges, in e, on atoms 1 to 8: number 1, C, carries 0.579; number 2, C, carries 0.103; number 3, C, carries 0.372; number 4, C, carries -1.250; number 5, C, carries -0.182; number 6, N, carries 0.018; number 7, N, carries -0.585; number 8, O, carries -0.661



This record from OMol25 describes the molecule C5H6ClNO2. The level of theory is ωB97M-V with the def2-TZVPD basis set.

Positions of all 15 atoms, in Å:
C: 2.815 1.531 -0.224
O: 1.425 1.371 0.193
C: 0.823 0.187 0.269
O: 1.375 -0.854 0.193
C: -0.639 0.274 0.522
N: -1.642 0.430 1.243
C: -2.021 -0.160 -0.077
C: -2.054 -1.679 -0.047
Cl: -3.375 0.647 -1.067
H: 2.893 0.931 -1.158
H: 3.310 0.974 0.618
H: 3.132 2.643 -0.239
H: -1.524 -2.002 0.878
H: -1.418 -2.226 -0.833
H: -3.100 -2.068 -0.271

Properties
- SMILES = COC(=O)C1=N[C@@]1(C)Cl
- HOMO energy (Ha) = -0.3505
- 2S+1 = 1
- ΔE to the lowest compared entry with this formula, charge and spin (kcal per mole) = 45.5
- F_max (eV Å⁻¹) = 3.784
- HOMO-LUMO gap (eV) = 10.01

These are the Mulliken partial charges, in e, on atoms 1 to 8: number 1, C, carries -0.524; number 2, O, carries -0.297; number 3, C, carries 0.713; number 4, O, carries -0.493; number 5, C, carries -0.009; number 6, N, carries -0.464; number 7, C, carries 0.708; number 8, C, carries -1.048



This record from OMol25 describes the molecule C5H6ClNS. The level of theory is ωB97M-V with the def2-TZVPD basis set.

Positions of all 14 atoms, in Å:
S: 3.670 -0.648 -0.236
C: 2.231 -1.147 0.285
N: 0.973 -0.686 -0.028
C: 0.737 0.749 -0.112
C: -0.398 1.564 -0.071
C: -1.632 0.869 0.118
C: -2.085 -0.352 -0.354
Cl: -3.544 -1.136 -0.119
H: 1.944 -2.127 0.526
H: 0.183 -1.254 0.519
H: 1.665 1.241 -0.257
H: -0.277 2.603 -0.171
H: -2.372 1.527 0.460
H: -1.094 -1.202 -0.560

Properties
- SMILES = S=CN/C=C\C=C\Cl
- HOMO energy (Ha) = -0.3110
- 2S+1 = 1
- ΔE to the lowest compared entry with this formula, charge and spin (kcal per mole) = 78.6
- F_max (eV Å⁻¹) = 6.561
- HOMO-LUMO gap (eV) = 8.11

These are the Mulliken partial charges, in e, on atoms 1 to 8: number 1, S, carries -0.287; number 2, C, carries -0.148; number 3, N, carries -0.285; number 4, C, carries -0.177; number 5, C, carries -0.450; number 6, C, carries -0.280; number 7, C, carries -0.124; number 8, Cl, carries -0.141